<i>
Here is a single C6H12O2 molecule from OMol25. Energies are from wB97M-V/def2-TZVPD.

Output
- net charge = 0
- LUMO energy (eV) = 0.80
- SMILES = C=C(O)[C@@H](C)[C@H](C)O

XYZ file:
```
20
C6H12O2 | OMol25 | wB97M-V/def2-TZVPD
C -0.26185 -1.59359 -1.31788
C 0.18501 -1.29740 -0.10429
O 0.69771 -2.45773 0.72282
C 0.58505 -0.04716 0.57380
C 2.02742 0.35716 0.28501
C -0.45273 1.16490 0.10034
C -1.92490 0.89435 0.37487
O -0.22468 1.60215 -1.22757
H -0.36501 -2.63181 -1.61782
H -0.57798 -0.84590 -2.03485
H 0.74482 -2.22611 1.66380
H 0.42212 -0.13106 1.65372
H 2.22779 1.37418 0.63699
H 2.70986 -0.32268 0.80476
H 2.25060 0.31321 -0.78518
H -0.14084 1.99988 0.73693
H -2.34210 0.15186 -0.31163
H -2.50768 1.81052 0.22687
H -2.07832 0.55105 1.40193
H -0.97429 1.33418 -1.78261
```

Atom charges from the Mulliken analysis, given in e for atoms 1 to 2: number 1, C, carries -0.860; number 2, C, carries 0.428



<ii>
Here is 2 unconnected molecules or ions with the total composition C6H12O2 from OMol25. Energies are from wB97M-V/def2-TZVPD.

Output
- net charge = 0
- LUMO energy (eV) = 0.87
- SMILES = C=C(O)/C=C/CC.O

XYZ file:
```
20
C6H12O2 | OMol25 | wB97M-V/def2-TZVPD
C -0.38344 -2.04870 2.10019
C 0.34393 -1.47298 1.14741
O 0.51772 -2.14000 -0.08770
C 0.89522 -0.12271 1.13409
C 0.88594 0.64860 0.04971
C 1.28417 2.09032 -0.09684
C 0.89160 2.99293 1.05606
H -0.60318 -3.09957 2.09044
H -0.72596 -1.45098 2.93763
H 0.98457 -2.95628 0.12792
H 1.11013 0.38834 2.06771
H 0.60898 0.12879 -0.85866
H 2.37545 2.11757 -0.22569
H 0.90319 2.38954 -1.04662
H 1.25611 2.72996 2.04670
H 1.15396 4.01936 0.79239
H -0.19880 3.10791 1.11172
O -3.43779 -0.26437 -4.18543
H -3.93162 -0.80663 -3.56599
H -4.00088 -0.12035 -4.95585
```

Atom charges from the Mulliken analysis, given in e for atoms 1 to 2: number 1, C, carries -0.818; number 2, C, carries 0.377



<iii>
Here is a single C6H12O2 molecule from OMol25. Energies are from wB97M-V/def2-TZVPD.

Output
- net charge = 0
- LUMO energy (eV) = 0.80
- SMILES = CCCCCC(=O)O

XYZ file:
```
20
C6H12O2 | OMol25 | wB97M-V/def2-TZVPD
C 2.76992 0.25195 -0.08384
C 1.65181 -0.76310 -0.12495
C 0.48176 -0.28186 0.79269
C -0.38153 0.78902 0.18806
C -1.37525 0.21074 -0.93911
C -2.53475 -0.35230 -0.14949
O -2.70352 -1.53939 -0.05872
O -3.46064 0.55397 0.23806
H 3.68915 -0.06041 -0.61694
H 3.03577 0.46030 0.95954
H 2.46340 1.15871 -0.59121
H 2.00795 -1.71391 0.24639
H 1.24032 -0.92050 -1.13021
H -0.08080 -1.17820 1.04698
H 0.88070 0.02936 1.77998
H -1.06620 1.06698 1.01626
H 0.15809 1.60465 -0.28662
H -0.96881 -0.57699 -1.55183
H -1.65932 1.11760 -1.49311
H -4.14803 0.14337 0.75806
```

Atom charges from the Mulliken analysis, given in e for atoms 1 to 2: number 1, C, carries -1.157; number 2, C, carries -0.281



Going by the computed energies, the most stable comes first: <iii>, <i>, <ii>.



<i>
Here is 2 unconnected molecules or ions with the total composition C5H8BrCl from OMol25. Energies are from wB97M-V/def2-TZVPD.

Output
- net charge = 0
- LUMO energy (eV) = 0.41
- SMILES = C#CBr.CCCCl

XYZ file:
```
15
C5H8BrCl | OMol25 | wB97M-V/def2-TZVPD
C -2.00894 -1.25041 -1.99000
C -2.96710 -1.05225 -1.32461
Br -4.56561 -0.94985 -0.27968
H -1.00656 -1.35090 -2.15810
C 2.23334 0.82864 0.21651
C 0.95278 -0.15432 0.69506
C -0.48682 0.37529 0.74998
Cl -0.54641 1.42382 -0.71027
H 2.24248 1.11073 -0.84131
H 2.31571 1.66438 0.85753
H 3.19257 0.36001 0.35340
H 1.03790 -1.20429 0.21490
H 1.28850 -0.31891 1.75143
H -0.56828 1.11886 1.68187
H -1.11358 -0.60081 0.78329
```

Atom charges from the Mulliken analysis, given in e for atoms 1 to 2: number 1, C, carries 0.238; number 2, C, carries -0.610



<ii>
Here is 2 unconnected molecules or ions with the total composition C5H8BrCl from OMol25. Energies are from wB97M-V/def2-TZVPD.

Output
- net charge = 0
- LUMO energy (spin up / spin down) (eV) = 0.05 / -0.13

XYZ file:
```
15
C5H8BrCl | OMol25 | wB97M-V/def2-TZVPD
C 0.10840 1.29289 1.77671
C 0.08930 0.14629 1.07188
C -0.82419 -1.53316 -0.37299
C 1.03993 1.47646 -1.41926
C -0.79332 -0.19890 0.12298
Cl 1.05797 2.52837 -0.15464
Br -2.46537 0.62267 -0.05054
H 1.01436 1.53024 2.33077
H -0.79478 1.88156 1.95390
H 1.06516 -0.27609 1.06504
H -1.73848 -2.02691 0.14169
H -0.93818 -1.47926 -1.45301
H 0.04828 -2.16477 -0.24653
H 2.00915 1.00928 -1.59434
H 0.55230 1.47899 -2.35979
```

Atom charges from the Mulliken analysis, given in e for atoms 1 to 2: number 1, C, carries -1.014; number 2, C, carries -0.084



Going by the computed energies, the most stable comes first: <i>, <ii>.



<i>
Here is a molecular structure, C2H5N2O from OMol25. Energies are from wB97M-V/def2-TZVPD.

Output
- net charge = +1
- LUMO energy (eV) = -5.54

XYZ file:
```
10
C2H5N2O | OMol25 | wB97M-V/def2-TZVPD
C -0.09133 1.05970 -0.73031
C -0.27636 -0.55284 0.94119
N 0.48198 -1.26245 -1.40455
N 0.24743 0.59017 0.44422
O 0.26978 -1.72407 -0.39266
H 0.49679 1.83083 -1.19671
H -1.04544 0.80088 -1.16631
H 0.14101 -0.94527 1.85381
H -1.33430 -0.73612 0.78297
H 1.11043 0.93917 0.86835
```

Atom charges from the Mulliken analysis, given in e for atoms 1 to 2: number 1, C, carries -0.339; number 2, C, carries -0.305



<ii>
Here is 2 unconnected molecules or ions with the total composition C2H5N2O from OMol25. Energies are from wB97M-V/def2-TZVPD.

Output
- net charge = +1
- LUMO energy (eV) = -3.98

XYZ file:
```
10
C2H5N2O | OMol25 | wB97M-V/def2-TZVPD
C -1.13227 1.53648 -0.17821
C 0.85550 -1.73658 0.64054
N -2.21138 1.56459 -0.64973
N 0.07175 1.38522 0.10182
O 1.43675 -0.79923 0.19786
H 1.40680 -2.69175 0.89484
H -0.20912 -1.69366 0.87888
H -3.16995 1.33586 -0.59645
H 0.77881 0.59351 0.18565
H 0.21488 2.34615 0.47799
```

Atom charges from the Mulliken analysis, given in e for atoms 1 to 2: number 1, C, carries 0.384; number 2, C, carries 0.033



<iii>
Here is a gas-phase ion, C2H5N2O (charge +1) from OMol25. Energies are from wB97M-V/def2-TZVPD.

Output
- net charge = +1
- LUMO energy (eV) = -5.85
- SMILES = C[N+](N)=C=O

XYZ file:
```
10
C2H5N2O | OMol25 | wB97M-V/def2-TZVPD
C -0.45136 1.07555 -0.14311
N 0.28113 -0.18828 -0.01285
N -0.59581 -1.29782 0.02258
C 1.55007 -0.13050 0.02006
O 2.62094 0.16522 -0.24146
H -1.07097 0.92921 -1.13344
H -1.18449 1.11622 0.71358
H 0.10309 2.01098 0.23500
H -0.20124 -2.25932 -0.34813
H -1.05135 -1.42127 0.88775
```

Atom charges from the Mulliken analysis, given in e for atoms 1 to 2: number 1, C, carries -0.771; number 2, N, carries 0.315



<iv>
Here is 2 unconnected molecules or ions with the total composition C2H5N2O from OMol25. Energies are from wB97M-V/def2-TZVPD.

Output
- net charge = +1
- LUMO energy (eV) = -5.62

XYZ file:
```
10
C2H5N2O | OMol25 | wB97M-V/def2-TZVPD
C 0.33284 -0.78990 -0.84490
C 1.01243 1.17039 1.27103
N -0.10762 1.19809 1.13226
N -0.95253 -0.76847 -0.97700
O -1.23528 1.03951 0.77892
H 0.95188 -0.07171 -1.24105
H 0.92931 -1.44341 -0.19884
H 2.01050 1.11095 1.78184
H -1.56194 -0.10838 -1.48157
H -1.37958 -1.33705 -0.22070
```

Atom charges from the Mulliken analysis, given in e for atoms 1 to 2: number 1, C, carries -0.362; number 2, C, carries -0.144



Going by the computed energies, the most stable comes first: <ii>, <iii>, <iv>, <i>.



<i>
Here is a gas-phase ion, C2H5N2O (charge +1) from OMol25. Energies are from wB97M-V/def2-TZVPD.

Output
- net charge = +1
- LUMO energy (eV) = -5.99
- SMILES = C[N+](N)=C=O

XYZ file:
```
10
C2H5N2O | OMol25 | wB97M-V/def2-TZVPD
C 0.21599 -0.91846 -0.26298
N -0.37113 0.44583 -0.04711
N 1.05712 1.20298 -0.06582
C -1.71010 0.31178 -0.01450
O -2.81243 0.14686 -0.02460
H 0.97298 -1.21913 0.51739
H -0.49460 -1.75396 0.00517
H 0.74248 -1.01344 -1.17784
H 0.84784 2.13728 0.31829
H 1.55186 0.66026 0.75200
```

Atom charges from the Mulliken analysis, given in e for atoms 1 to 2: number 1, C, carries -0.973; number 2, N, carries 0.073



<ii>
Here is a gas-phase ion, C2H5N2O (charge +1) from OMol25. Energies are from wB97M-V/def2-TZVPD.

Output
- net charge = +1
- LUMO energy (eV) = -6.57
- SMILES = CCN=[N+]=O

XYZ file:
```
10
C2H5N2O | OMol25 | wB97M-V/def2-TZVPD
C 1.12727 -0.60571 0.02468
C 0.35303 0.65343 0.00253
N -1.09580 0.53979 0.18892
N -2.04067 -0.10428 -0.06748
O -3.10948 -0.45965 -0.10587
H 0.99924 -1.15658 0.84535
H 0.84698 -1.20801 -0.91381
H 2.04026 -0.17588 0.05895
H 0.38008 1.19472 -0.88246
H 0.49909 1.32217 0.84919
```

Atom charges from the Mulliken analysis, given in e for atoms 1 to 2: number 1, C, carries -1.039; number 2, C, carries -0.216



Going by the computed energies, the most stable comes first: <i>, <ii>.



<i>
Here is 2 unconnected molecules or ions with the total composition C2H3IN2 from OMol25. Energies are from wB97M-V/def2-TZVPD.

Output
- net charge = 0
- LUMO energy (eV) = -0.71

XYZ file:
```
8
C2H3IN2 | OMol25 | wB97M-V/def2-TZVPD
C -1.73613 0.30679 -0.55912
C 1.55427 -1.04410 0.26660
N -0.63767 0.57140 -0.01928
N 0.20098 0.97915 0.60439
I 3.19537 0.02512 -0.31414
H -2.41306 -0.03710 0.23670
H -1.66408 0.05437 -1.62326
H 1.50032 -0.85563 1.40812
```

Atom charges from the Mulliken analysis, given in e for atoms 1 to 2: number 1, C, carries -0.398; number 2, C, carries -0.374



<ii>
Here is 2 unconnected molecules or ions with the total composition C2H3IN2 from OMol25. Energies are from wB97M-V/def2-TZVPD.

Output
- net charge = 0
- LUMO energy (eV) = -1.29

XYZ file:
```
8
C2H3IN2 | OMol25 | wB97M-V/def2-TZVPD
C 0.71231 1.50843 0.09507
C -0.34383 -1.10378 -0.46993
N 0.59384 2.55234 -0.31512
N 0.85388 0.32958 0.65067
I -2.30472 -0.56591 0.10016
H -0.12754 -0.83509 -1.55701
H -0.02291 -2.18098 -0.16327
H 0.63896 0.29541 1.65944
```

Atom charges from the Mulliken analysis, given in e for atoms 1 to 2: number 1, C, carries 0.436; number 2, C, carries -0.524



<iii>
Here is 2 unconnected molecules or ions with the total composition C2H3IN2 from OMol25. Energies are from wB97M-V/def2-TZVPD.

Output
- net charge = 0
- LUMO energy (eV) = -0.79

XYZ file:
```
8
C2H3IN2 | OMol25 | wB97M-V/def2-TZVPD
C -1.03696 -0.89880 0.87084
C 1.19486 1.09311 -1.54972
N 0.17749 -0.99813 0.60321
N 1.26746 -0.85973 0.38348
I -0.71770 1.76288 -1.22375
H -1.60948 -1.54560 0.33175
H -1.13932 -0.54408 1.80726
H 1.86366 1.99035 -1.22308
```

Atom charges from the Mulliken analysis, given in e for atoms 1 to 2: number 1, C, carries -0.493; number 2, C, carries -0.358



Going by the computed energies, the most stable comes first: <ii>, <i>, <iii>.